[1]
Below is C35H40AlN6O3 as an isolated structure at a distorted geometry, with properties calculated with ωB97M-V/def2-TZVPD.

Last column: Mulliken charge in e.
Geometry (Å):
C -4.9664 2.8315 -1.2507  -0.6067
Al -4.9254 3.8250 -3.0539  0.2486
C -3.3764 5.2086 -3.0065  -0.4494
C -1.9403 4.5525 -2.8511  0.4225
O -1.7360 3.4657 -3.4470  -0.5511
O -0.8245 5.1084 -2.1296  -0.3322
C -1.2393 5.7160 -0.8991  0.6810
C -1.6889 7.2390 -0.8648  -0.8827
O -1.2326 4.9920 0.1203  -0.5589
H -5.7454 3.3067 -0.5435  0.2812
H -5.3080 1.7615 -1.4838  0.0568
H -3.9760 2.8489 -0.6820  -0.0214
H -4.8056 2.8431 -4.3029  -0.2039
H -6.2730 4.7188 -3.0913  -0.3317
H -3.3792 5.7868 -3.9994  0.3016
H -3.6574 5.9580 -2.1947  -0.0018
H -2.2015 7.4949 -1.8649  0.3122
H -0.8432 7.9853 -0.7295  0.2860
H -2.5116 7.3225 -0.0691  0.2981
N -4.8120 -0.6537 -0.2359  -0.4044
C -5.2441 -1.8396 -0.6924  -0.2524
C -4.4294 -2.9508 -0.8445  -0.4943
C -3.0886 -2.8308 -0.5098  -0.2299
C -2.6150 -1.6157 -0.0378  -0.4203
C -3.5113 -0.5659 0.0817  -0.3573
H -6.2988 -1.8815 -0.9439  0.3297
H -4.8329 -3.8848 -1.2155  0.3646
H -2.4180 -3.6772 -0.6162  0.6098
H -1.5739 -1.4870 0.2317  0.4238
H -3.1906 0.4037 0.4494  0.4284
N -5.3323 -1.5117 -4.4745  -0.3825
C -5.4208 -2.0193 -5.7143  -0.3036
C -4.8092 -1.4577 -6.8228  -0.3063
C -4.0634 -0.3001 -6.6453  -0.3396
C -3.9566 0.2472 -5.3758  -0.4221
C -4.6037 -0.3926 -4.3301  -0.0762
H -6.0169 -2.9223 -5.8028  0.3396
H -4.9130 -1.9129 -7.8004  0.3437
H -3.5703 0.1705 -7.4891  0.3700
H -3.3841 1.1492 -5.2011  0.3452
H -4.5470 -0.0049 -3.3178  0.4395
N 0.6260 2.4107 4.7549  -0.5766
C -0.1319 2.9368 3.7787  -0.3668
C 0.3732 3.3999 2.5740  -0.3118
C 1.7417 3.3197 2.3632  -0.3192
C 2.5492 2.7820 3.3559  0.0084
C 1.9465 2.3436 4.5238  -0.3451
H -1.1949 2.9808 3.9920  0.3932
H -0.2861 3.8127 1.8202  0.5857
H 2.1753 3.6727 1.4337  0.3867
H 3.6219 2.7047 3.2246  0.2262
H 2.5349 1.9123 5.3278  0.3561
N 5.9820 1.7843 2.5117  -0.3771
C 6.2609 2.3985 1.3513  -0.0974
C 7.5373 2.7746 0.9646  -0.5203
C 8.5899 2.5056 1.8267  -0.1288
C 8.3298 1.8733 3.0337  -0.4269
C 7.0186 1.5343 3.3263  -0.1909
H 5.4047 2.5902 0.7127  0.3533
H 7.7036 3.2657 0.0140  0.3465
H 9.6033 2.7856 1.5605  0.3536
H 9.1271 1.6483 3.7310  0.3404
H 6.7652 1.0352 4.2562  0.3539
N 0.0352 -4.1253 0.7188  -0.4533
C 1.3033 -3.7384 0.9284  -0.1669
C 1.8244 -3.4488 2.1792  -0.6277
C 0.9881 -3.5605 3.2803  -0.0034
C -0.3284 -3.9569 3.0918  -0.4839
C -0.7523 -4.2274 1.8008  -0.2817
H 1.9169 -3.6627 0.0368  0.4221
H 2.8572 -3.1436 2.2894  0.3492
H 1.3584 -3.3411 4.2758  0.4144
H -1.0092 -4.0540 3.9282  0.3972
H -1.7713 -4.5437 1.6023  0.4423
N 4.3984 -5.4727 1.7201  -0.2461
C 3.4113 -6.3018 2.0936  0.2662
C 3.5359 -7.6817 2.1302  -0.7685
C 4.7487 -8.2411 1.7560  -0.1786
C 5.7854 -7.4067 1.3637  -0.4138
C 5.5616 -6.0394 1.3648  -0.2636
H 2.4826 -5.8177 2.3735  0.1671
H 2.7057 -8.3025 2.4427  0.3631
H 4.8850 -9.3170 1.7700  0.3669
H 6.7453 -7.8089 1.0647  0.3493
H 6.3424 -5.3456 1.0696  0.3528

Net charge: -1
LUMO energy (eV): 1.92
DFT total energy (eV): -58622.85502



[2]
Below is C42H50BrN9OSn as an isolated structure at a distorted geometry, with properties calculated with ωB97M-V/def2-TZVPD.

Last column: Mulliken charge in e.
Geometry (Å):
Sn 0.3498 -0.6162 0.8355  0.8060
Br -0.0454 8.1423 -6.3767  -0.0219
C 0.6791 7.4546 -4.7532  0.2954
C 1.9895 6.8976 -4.8667  -0.6284
C 2.5685 6.3963 -3.6898  -0.2588
C 1.8922 6.5190 -2.4940  0.2228
C 0.6867 7.3205 -2.3788  -0.2520
C -0.0058 7.5864 -3.5307  -0.4566
N 2.2157 5.8145 -1.3624  -0.1642
N 3.1552 4.9224 -1.5596  -0.2151
C 3.2139 3.6724 -1.0322  0.1653
C 3.6281 2.6716 -1.9816  -0.8024
C 3.1402 1.4321 -1.8609  -0.7008
C 2.2460 1.0950 -0.7911  0.6861
O 1.4774 0.0182 -0.9306  -0.5651
C 2.0257 1.9773 0.2673  0.0889
N 1.1330 1.6276 1.2817  0.6064
C 0.9229 2.4830 2.2742  -0.1846
C 1.6189 3.7195 2.3555  -1.0086
C 2.3752 4.1886 1.2710  -0.4404
C 2.4764 3.3192 0.1550  0.3241
H 2.3531 6.6706 -5.8542  0.4383
H 3.5363 5.8824 -3.6906  0.4816
H 0.2313 7.6204 -1.4136  0.4368
H -1.0527 7.8581 -3.5687  0.4855
H 4.3299 2.9254 -2.7750  0.5268
H 3.3261 0.6953 -2.6146  0.5666
H 0.3272 2.1314 3.1395  0.3314
H 1.5390 4.3307 3.2734  0.4392
H 2.7985 5.2350 1.1092  0.4781
C -3.4148 -3.7953 -1.2914  -1.7827
C -3.3830 -2.4467 -0.5344  1.0502
C -4.8094 -2.1863 0.0656  -1.4537
C -2.9807 -1.2313 -1.4776  0.5434
C -3.3892 -1.2752 -2.8501  -0.7870
C -3.2723 -0.1446 -3.6753  -1.1099
C -2.5976 0.9852 -3.2427  -0.5551
C -2.1281 1.0433 -1.9479  0.7200
C -1.4487 2.3161 -1.4671  3.3747
C -2.3598 3.2056 -0.6207  -1.4877
C -0.5977 3.1162 -2.4922  -1.8083
C -2.3123 -0.0262 -0.9976  -1.2280
N -1.8133 0.0883 0.3570  1.2789
C -2.5895 0.4252 1.3527  0.1495
C -2.1130 0.3210 2.6771  -0.4020
C -2.7092 0.7152 3.9340  -1.8135
C -1.8700 0.2342 4.9029  -0.6035
C -0.7700 -0.4116 4.2824  -0.5498
N -0.8615 -0.2877 2.9167  0.8610
C 0.2722 -1.2717 4.9279  2.3707
C 1.3805 -1.7682 3.9635  -0.9350
C -0.4041 -2.5250 5.5107  -1.6800
C 0.9384 -0.4436 6.0192  -1.7399
H -3.5869 -4.6059 -0.6135  0.4530
H -2.5026 -3.8911 -1.9036  0.4298
H -4.2754 -3.7239 -2.0104  0.4550
H -2.7452 -2.3986 0.3818  -0.1315
H -5.4962 -1.9563 -0.7506  0.3495
H -4.9083 -1.4184 0.8435  0.2893
H -5.1426 -3.1096 0.4988  0.4576
H -3.9864 -2.1238 -3.1762  0.2853
H -3.5795 -0.2717 -4.7142  0.3852
H -2.3384 1.8094 -3.9712  0.1965
H -0.7140 1.9051 -0.7476  -1.7013
H -3.4411 2.9101 -0.7580  0.1897
H -2.2344 4.2588 -0.9525  0.4906
H -2.0966 3.1798 0.4471  0.3230
H -1.2831 3.5040 -3.2963  0.5198
H 0.1309 2.4261 -3.0084  0.2588
H -0.0151 3.9306 -2.0718  0.3836
H -3.5829 0.8869 1.1728  0.5037
H -3.6513 1.3050 4.0564  0.4521
H -1.8857 0.2566 5.9679  0.6574
H 0.9579 -2.2679 3.0112  -0.4002
H 2.0002 -2.5519 4.4063  0.5323
H 2.0657 -0.9520 3.6808  0.2059
H -0.6240 -3.3008 4.7574  0.3155
H -1.3106 -2.2453 6.0216  0.3966
H 0.2981 -3.0306 6.1645  0.4666
H 1.4443 0.3785 5.6154  0.4324
H 1.7117 -1.0743 6.5124  0.4222
H 0.2427 0.0079 6.7530  0.3421
C 0.2552 -4.2926 -0.2940  -0.7046
N 0.4827 -5.2962 -1.3130  0.0542
C 1.6211 -4.8601 -2.2127  -0.6117
N 2.8717 -4.7224 -1.4364  0.1068
C 2.6730 -3.6602 -0.4136  -0.5939
N 1.5193 -4.0307 0.4709  0.2438
C 1.9353 -5.3005 1.1568  -0.7919
N 2.0763 -6.4017 0.1974  0.0443
C 0.8249 -6.5438 -0.6086  -0.7235
C 3.1321 -5.9662 -0.7425  -0.8741
H -0.5104 -4.5933 0.3755  0.3436
H -0.0271 -3.3483 -0.7727  0.1790
H 1.4530 -3.8857 -2.6772  0.2820
H 1.8453 -5.6724 -2.9482  0.3487
H 2.5106 -2.6418 -0.7397  0.0719
H 3.5670 -3.6535 0.1932  0.3695
H 1.2344 -5.6031 1.9495  0.2498
H 2.8820 -5.1079 1.5786  0.4714
H 0.0225 -6.8532 0.1107  0.3207
H 0.9990 -7.2890 -1.3353  0.4011
H 3.2190 -6.8154 -1.4059  0.3859
H 4.0635 -5.9265 -0.1990  0.3740

Net charge: +2
LUMO energy (spin up / spin down) (eV): -9.52 / -9.62
DFT total energy (eV): -135677.33842
ΔE to the lowest compared entry with this formula, charge and spin (kcal per mole): 0.0



[3]
Below is C16H31F3MnP2 as an isolated structure at a distorted geometry, with properties calculated with ωB97M-V/def2-TZVPD.

Last column: natural (NBO) charge in e.
Geometry (Å):
P 0.2597 1.6508 0.3207  0.8686
P -2.5296 -0.0905 -0.2374  0.8007
C -1.2066 2.3667 -0.5749  -0.7306
C -2.4862 1.7681 -0.0241  -0.6995
H -1.0390 2.1228 -1.6374  0.2277
H -1.1429 3.4585 -0.4370  0.2245
H -2.5454 1.9619 1.0497  0.2314
H -3.3584 2.2086 -0.5135  0.2218
C -2.6564 -0.3380 -2.0001  -0.9653
H -2.9431 -1.3740 -2.1954  0.2885
H -1.6801 -0.1562 -2.4453  0.2565
H -3.4082 0.3059 -2.4509  0.2330
C -4.2087 -0.4354 0.4563  -1.0299
H -4.6425 0.4556 -0.0143  0.2621
H -4.3132 -0.3039 1.5578  0.2469
H -4.7766 -1.3073 0.1103  0.2908
C 1.5507 2.8116 -0.3961  -0.9385
H 2.3773 2.9776 0.3126  0.2306
H 1.1102 3.7844 -0.6672  0.2064
H 1.9957 2.4141 -1.3087  0.2417
C 0.2706 2.4222 1.9895  -0.9652
H -0.6641 2.2181 2.5127  0.2266
H 0.4272 3.5097 1.8902  0.2203
H 1.1087 1.9721 2.5539  0.2424
Mn -2.3646 -1.3491 1.4041  1.1055
C 1.3312 -0.0512 -1.5254  -0.1951
C 2.3937 0.4220 -2.1769  -0.2024
C 3.7477 -0.0908 -2.1683  -0.4345
C 4.1565 -0.9673 -0.9769  -0.4523
C 4.0622 -0.4317 0.4378  -0.1886
C 2.9098 -0.0597 1.0478  -0.1721
C 1.5807 -0.7772 1.0196  -0.4576
C 1.1806 -1.1197 -0.4557  -0.4550
C -1.5477 -2.2877 3.0118  -1.2294
H 0.3345 0.2786 -1.9011  0.1816
H 2.1782 1.1613 -2.9505  0.1975
H 4.4199 0.7492 -2.3592  0.2069
H 3.8134 -0.6787 -3.0831  0.2228
H 3.6519 -1.9451 -1.0589  0.2149
H 5.2200 -1.1351 -1.1720  0.2139
H 5.0518 -0.3834 0.9407  0.2081
H 2.8153 0.8992 1.5536  0.1927
H 0.7692 -0.1885 1.5244  0.2159
H 1.5491 -1.7257 1.6023  0.2321
H 1.7610 -2.0068 -0.7866  0.2184
H 0.1101 -1.4333 -0.4537  0.2202
H -2.2909 -2.9996 3.3954  0.2180
H -1.3795 -1.5141 3.7835  0.2000
H -0.6451 -2.8777 2.8136  0.2249
F -1.2963 -3.5490 -0.0137  -0.3840
C -2.5667 -3.1101 0.3888  0.4881
F -3.3260 -3.0650 -0.7916  -0.4095
F -3.1193 -4.1672 1.0988  -0.3728

LUMO energy (spin up / spin down) (eV): 0.31 / -0.25
DFT total energy (eV): -75138.27704
Spin multiplicity: 6
ΔE to the lowest compared entry with this formula, charge and spin (kcal per mole): 22.6



- Which of these has the lowest DFT total energy?
  C42H50BrN9OSn